Below is the ion CHF3NO2S with charge -1, with properties calculated with ωB97M-V with the def2-TZVPD basis set.

Geometry as XYZ:
```
9
CHF3NO2S | the OMol25 dataset | ωB97M-V with the def2-TZVPD basis set
C 0.96 0.58 -0.05
N -1.72 0.14 0.61
O -0.48 -1.40 -1.36
O 0.02 -1.53 1.21
F 2.14 0.12 -0.60
F 0.50 1.55 -0.86
F 1.38 1.23 1.09
S -0.53 -0.71 0.16
H -2.28 0.02 -0.20
```

Results
Max |F| in eV/A: 6.5
HOMO energy in eV: -5.4
Total charge: -1
Structure (SMILES): N=[S@](=O)([O-])C(F)(F)F
Gap between HOMO and LUMO in eV: 9.50
E in Eh: -941.73999

Atomic partial charges in e from the Löwdin method, atoms 1 to 6:
1. C -0.5929
2. N -0.2331
3. O -0.4945
4. O -0.3972
5. F 0.0451
6. F 0.0620